No. 1
The following is a DFT calculation (ωB97M-V with the def2-TZVPD basis set) of a cluster of 7 separate species, C54H75BO2 in total.

The HOMO energy comes out at -0.339 hartree. The multiplicity is 1. The SMILES is CCCCCCCCCCCCB(CC)OCCOCC.c1ccccc1.c1ccccc1.c1ccccc1.c1ccccc1.c1ccccc1.c1ccccc1. As for the strongest force on any atom: 0.5 eV/A. For the total energy, the calculation gives -2277.97626 Ha.

CARTESIAN COORDINATES (ANGSTROEM)
C  1.948  2.768  4.326
C  2.462  1.333  4.102
C  3.987  1.186  3.949
C  4.550  1.247  2.521
C  4.626  2.636  1.867
C  3.366  3.103  1.128
C  2.983  2.256  -0.102
C  1.840  1.284  0.201
C  0.502  2.005  0.452
C  -0.682  1.444  -0.333
C  -0.983  -0.046  -0.113
C  -0.727  -0.573  1.311
B  -1.550  0.085  2.492
C  -1.086  -0.080  3.992
C  -0.264  -1.342  4.285
O  -2.621  0.852  2.153
C  -3.613  1.309  3.072
C  -4.394  2.460  2.457
O  -3.904  3.744  2.799
C  -2.519  3.916  2.542
C  -2.204  5.392  2.353
H  1.175  3.047  3.604
H  1.518  2.888  5.323
H  2.750  3.503  4.219
H  1.970  0.890  3.229
H  2.155  0.727  4.960
H  4.483  1.952  4.561
H  4.282  0.220  4.370
H  3.976  0.565  1.885
H  5.565  0.836  2.550
H  4.872  3.374  2.641
H  5.452  2.635  1.148
H  2.520  3.107  1.820
H  3.520  4.143  0.823
H  2.662  2.925  -0.909
H  3.858  1.717  -0.483
H  2.102  0.697  1.085
H  1.726  0.560  -0.614
H  0.621  3.063  0.181
H  0.255  2.009  1.522
H  -0.511  1.625  -1.402
H  -1.571  2.017  -0.069
H  -0.410  -0.648  -0.827
H  -2.038  -0.203  -0.359
H  -0.944  -1.650  1.318
H  0.336  -0.471  1.565
H  -1.907  -0.003  4.712
H  -0.453  0.804  4.190
H  0.703  -1.323  3.779
H  -0.792  -2.246  3.969
H  -0.073  -1.447  5.357
H  -4.275  0.472  3.315
H  -3.145  1.659  3.999
H  -4.392  2.327  1.365
H  -5.430  2.437  2.801
H  -2.239  3.358  1.646
H  -1.926  3.490  3.364
H  -2.943  6.027  2.843
H  -1.230  5.630  2.788
H  -2.155  5.646  1.292
C  -1.545  -5.117  -0.568
C  -0.369  -4.394  -0.432
C  0.199  -3.774  -1.536
C  -0.411  -3.875  -2.779
C  -1.588  -4.599  -2.915
C  -2.154  -5.221  -1.811
H  -1.985  -5.601  0.295
H  0.109  -4.313  0.537
H  1.119  -3.211  -1.429
H  0.031  -3.389  -3.639
H  -2.066  -4.679  -3.884
H  -3.070  -5.787  -1.919
C  0.842  6.517  -3.034
C  -0.115  7.467  -3.363
C  -1.372  7.419  -2.776
C  -1.672  6.423  -1.858
C  -0.714  5.474  -1.528
C  0.542  5.519  -2.117
H  1.822  6.554  -3.492
H  0.119  8.246  -4.077
H  -2.118  8.160  -3.036
H  -2.652  6.386  -1.397
H  -0.946  4.694  -0.812
H  1.286  4.776  -1.860
C  -6.853  9.820  -4.883
C  -6.616  11.006  -4.201
C  -5.688  11.041  -3.169
C  -4.997  9.889  -2.820
C  -5.233  8.704  -3.502
C  -6.162  8.668  -4.533
H  -7.577  9.794  -5.687
H  -7.154  11.904  -4.475
H  -5.506  11.965  -2.636
H  -4.273  9.916  -2.014
H  -4.693  7.805  -3.230
H  -6.347  7.743  -5.063
C  2.147  -3.087  -7.651
C  1.296  -3.530  -6.648
C  -0.074  -3.347  -6.771
C  -0.595  -2.726  -7.898
C  0.256  -2.286  -8.902
C  1.627  -2.465  -8.777
H  3.216  -3.229  -7.555
H  1.700  -4.020  -5.770
H  -0.738  -3.691  -5.988
H  -1.664  -2.586  -7.994
H  -0.148  -1.802  -9.781
H  2.291  -2.119  -9.559
C  2.266  -6.877  -0.658
C  2.413  -8.258  -0.661
C  3.375  -8.854  0.141
C  4.190  -8.072  0.948
C  4.047  -6.691  0.948
C  3.085  -6.095  0.144
H  1.514  -6.408  -1.279
H  1.772  -8.867  -1.286
H  3.488  -9.931  0.143
H  4.931  -8.540  1.583
H  4.681  -6.081  1.580
H  2.971  -5.018  0.143
C  1.229  -11.210  4.174
C  1.122  -10.800  5.496
C  1.392  -9.481  5.837
C  1.766  -8.573  4.856
C  1.873  -8.982  3.534
C  1.605  -10.301  3.194
H  1.019  -12.238  3.908
H  0.828  -11.508  6.260
H  1.311  -9.162  6.868
H  1.975  -7.545  5.122
H  2.162  -8.275  2.767
H  1.690  -10.618  2.162



No. 2
The following is a DFT calculation (ωB97M-V with the def2-TZVPD basis set) of a cluster of 12 separate species, C54H90N12 in total in a non-equilibrium geometry.

The HOMO energy comes out at -0.285 hartree. The multiplicity is 1. The relative energy (zero: lowest compared OMol25 entry of this formula, charge and spin) comes out at 0.329 eV. The SMILES is c1cc[nH]c1.c1cc[nH]c1.c1cc[nH]c1.c1cc[nH]c1.c1cc[nH]c1.c1cc[nH]c1.c1cc[nH]c1.c1cc[nH]c1.c1cc[nH]c1.CCN(CC)CC.CCN(CC)CC.CCN(CC)CC. As for the strongest force on any atom: 4.2 eV/A. For the total energy, the calculation gives -2768.36323 Ha.

CARTESIAN COORDINATES (ANGSTROEM)
N  3.511  6.019  -0.778
C  2.646  6.549  -1.691
C  2.125  5.474  -2.421
C  2.593  4.346  -1.886
C  3.366  4.667  -0.793
H  4.035  6.557  -0.103
H  2.499  7.617  -1.755
H  1.411  5.484  -3.231
H  2.328  3.335  -2.157
H  3.862  4.075  -0.038
N  5.192  -4.218  -1.691
C  4.718  -2.952  -1.302
C  4.027  -3.057  -0.165
C  4.186  -4.371  0.303
C  4.875  -5.130  -0.687
H  5.492  -4.417  -2.634
H  4.903  -2.068  -1.893
H  3.598  -2.186  0.308
H  3.742  -4.749  1.212
H  5.220  -6.153  -0.725
N  1.747  -1.211  -5.122
C  0.550  -1.783  -5.284
C  0.441  -2.817  -4.404
C  1.694  -2.992  -3.883
C  2.536  -2.062  -4.405
H  1.959  -0.292  -5.483
H  -0.234  -1.180  -5.717
H  -0.448  -3.355  -4.111
H  1.979  -3.735  -3.153
H  3.592  -1.890  -4.260
N  2.459  -6.286  -5.123
C  1.817  -7.527  -4.961
C  2.305  -8.185  -3.837
C  3.044  -7.181  -3.128
C  3.138  -6.015  -3.981
H  2.254  -5.624  -5.858
H  1.073  -7.849  -5.674
H  1.975  -9.179  -3.573
H  3.327  -7.232  -2.087
H  3.645  -5.061  -3.947
N  3.120  5.902  3.578
C  3.106  4.729  2.935
C  4.416  4.395  2.513
C  5.134  5.587  2.813
C  4.311  6.535  3.480
H  2.242  6.303  3.874
H  2.199  4.144  2.972
H  4.810  3.491  2.073
H  6.151  5.701  2.468
H  4.360  7.602  3.642
N  5.879  0.609  -5.322
C  4.909  0.754  -4.355
C  5.524  0.777  -3.116
C  6.929  0.631  -3.309
C  7.114  0.643  -4.650
H  5.884  0.681  -6.329
H  3.855  0.947  -4.493
H  5.089  0.938  -2.141
H  7.674  0.647  -2.527
H  8.044  0.565  -5.193
N  0.540  -0.859  -0.596
C  0.100  0.387  -0.124
C  0.993  1.242  -0.672
C  2.036  0.634  -1.393
C  1.802  -0.695  -1.293
H  0.055  -1.736  -0.473
H  -0.791  0.471  0.480
H  0.979  2.321  -0.632
H  2.860  1.009  -1.982
H  2.258  -1.597  -1.673
N  -0.446  -2.431  1.872
C  -1.699  -2.286  1.304
C  -1.773  -3.223  0.297
C  -0.701  -4.066  0.477
C  0.143  -3.574  1.364
H  0.047  -1.768  2.453
H  -2.274  -1.436  1.639
H  -2.668  -3.375  -0.288
H  -0.469  -5.013  0.014
H  1.101  -3.916  1.727
N  -3.537  5.740  1.311
C  -2.409  5.029  1.001
C  -2.456  3.734  1.623
C  -3.734  3.690  2.224
C  -4.326  4.910  2.024
H  -3.817  6.604  0.869
H  -1.629  5.584  0.501
H  -1.684  2.980  1.569
H  -4.105  2.915  2.878
H  -5.247  5.228  2.491
C  -2.404  0.057  -3.448
C  -3.467  1.137  -3.633
N  -3.037  2.298  -4.439
C  -4.232  3.002  -4.983
C  -4.432  2.481  -6.416
C  -1.967  3.165  -3.857
C  -2.516  3.887  -2.647
H  -1.359  0.328  -3.300
H  -2.507  -0.548  -4.349
H  -2.577  -0.633  -2.622
H  -4.283  0.649  -4.166
H  -3.981  1.339  -2.693
H  -4.137  4.088  -4.957
H  -5.108  2.619  -4.459
H  -3.660  2.735  -7.143
H  -5.360  2.815  -6.880
H  -4.340  1.398  -6.499
H  -1.128  2.502  -3.646
H  -1.597  3.854  -4.617
H  -2.598  3.067  -1.933
H  -1.851  4.564  -2.110
H  -3.463  4.390  -2.839
C  -5.221  -2.101  2.612
C  -6.681  -1.823  3.271
N  -6.619  -1.145  4.605
C  -6.168  0.187  4.581
C  -7.172  1.193  4.098
C  -7.725  -1.460  5.550
C  -8.026  -2.945  5.836
H  -4.594  -1.249  2.351
H  -5.236  -2.947  1.925
H  -4.666  -2.537  3.442
H  -7.295  -1.197  2.623
H  -7.143  -2.798  3.426
H  -5.792  0.409  5.580
H  -5.289  0.140  3.938
H  -8.016  1.210  4.788
H  -6.629  2.137  4.143
H  -7.568  0.929  3.117
H  -8.594  -0.863  5.272
H  -7.375  -1.127  6.527
H  -8.508  -2.972  6.813
H  -7.150  -3.594  5.847
H  -8.808  -3.332  5.182
C  3.685  -2.231  4.344
C  2.456  -1.988  3.568
N  1.431  -1.262  4.273
C  0.875  -2.024  5.395
C  -0.599  -1.697  5.487
C  1.613  0.196  4.599
C  2.158  0.963  3.364
H  4.238  -1.295  4.424
H  4.313  -3.051  3.993
H  3.376  -2.580  5.329
H  2.888  -1.449  2.725
H  2.053  -2.933  3.205
H  0.727  -3.091  5.233
H  1.411  -1.871  6.332
H  -1.175  -2.114  6.313
H  -0.843  -0.638  5.566
H  -1.028  -1.877  4.501
H  2.154  0.208  5.546
H  0.624  0.566  4.869
H  2.068  2.038  3.521
H  1.554  0.582  2.540
H  3.219  0.788  3.187



No. 3
The following is a DFT calculation (ωB97M-V with the def2-TZVPD basis set) of a cluster of 15 separate species, C55H107N9O13 in total in a non-equilibrium geometry.

The HOMO energy comes out at -0.319 hartree. The multiplicity is 1. The relative energy (zero: lowest compared OMol25 entry of this formula, charge and spin) comes out at 0.000 eV. As for the strongest force on any atom: 1.9 eV/A. For the total energy, the calculation gives -3630.87067 Ha.

CARTESIAN COORDINATES (ANGSTROEM)
C  4.342  -0.585  -4.547
C  4.039  0.061  -5.926
C  2.505  0.154  -5.965
O  2.017  -0.551  -4.826
C  3.018  -0.530  -3.807
H  5.147  -0.059  -4.038
H  4.693  -1.603  -4.719
H  4.420  -0.529  -6.754
H  4.478  1.060  -5.955
H  2.076  -0.364  -6.824
H  2.131  1.184  -5.964
H  2.848  -1.401  -3.176
H  2.896  0.382  -3.208
C  4.880  2.750  -2.066
C  3.552  3.203  -1.407
C  3.538  2.398  -0.113
O  4.119  1.143  -0.491
C  5.268  1.500  -1.244
H  5.627  3.538  -2.067
H  4.675  2.448  -3.094
H  2.719  2.890  -2.038
H  3.461  4.262  -1.167
H  2.550  2.198  0.295
H  4.170  2.828  0.668
H  5.586  0.646  -1.841
H  6.117  1.709  -0.573
C  -0.172  1.151  -0.828
C  0.623  -0.168  -0.852
C  0.178  -0.897  0.419
O  -0.530  0.082  1.211
C  -0.250  1.372  0.675
H  -1.205  1.030  -1.173
H  0.233  1.978  -1.414
H  1.678  0.125  -0.788
H  0.509  -0.747  -1.767
H  0.997  -1.285  1.035
H  -0.484  -1.734  0.185
H  0.676  1.809  1.091
H  -1.038  2.016  1.072
C  -1.450  -0.459  -4.140
C  -1.630  -1.504  -5.239
C  -2.578  -2.556  -4.610
O  -2.609  -2.297  -3.225
C  -2.380  -0.919  -3.007
H  -1.771  0.538  -4.458
H  -0.412  -0.334  -3.833
H  -0.699  -2.012  -5.489
H  -2.039  -1.095  -6.160
H  -2.199  -3.572  -4.713
H  -3.578  -2.529  -5.061
H  -1.961  -0.789  -2.006
H  -3.331  -0.369  -2.999
C  2.687  0.109  3.550
C  3.083  -0.923  4.590
C  2.937  -2.182  3.749
O  3.487  -1.785  2.457
C  3.527  -0.354  2.363
H  2.809  1.165  3.811
H  1.624  0.038  3.283
H  2.456  -0.922  5.480
H  4.121  -0.756  4.889
H  1.881  -2.405  3.609
H  3.463  -3.049  4.139
H  3.107  0.020  1.430
H  4.572  -0.030  2.434
C  -2.415  4.679  -3.301
C  -3.564  4.670  -4.309
C  -4.519  3.696  -3.625
O  -3.672  2.686  -3.091
C  -2.412  3.230  -2.735
H  -2.678  5.397  -2.518
H  -1.451  5.004  -3.692
H  -3.276  4.278  -5.286
H  -3.991  5.663  -4.445
H  -5.184  3.218  -4.344
H  -5.134  4.187  -2.862
H  -1.603  2.689  -3.219
H  -2.307  3.343  -1.653
C  0.307  4.950  -0.273
C  -1.001  5.168  0.459
O  -1.394  4.429  1.352
N  -1.725  6.218  0.006
C  -2.933  6.726  0.607
H  0.120  4.852  -1.347
H  0.773  4.028  0.059
H  0.987  5.779  -0.077
H  -1.331  6.750  -0.751
H  -3.061  6.268  1.586
H  -3.809  6.538  -0.014
H  -2.853  7.800  0.787
C  -3.403  -1.555  0.676
C  -4.479  -2.171  1.545
O  -5.186  -3.066  1.140
N  -4.579  -1.662  2.811
C  -5.656  -2.027  3.694
H  -3.868  -1.299  -0.279
H  -2.664  -2.312  0.402
H  -2.912  -0.687  1.110
H  -3.937  -0.938  3.082
H  -6.172  -2.915  3.340
H  -6.400  -1.228  3.767
H  -5.295  -2.288  4.693
C  4.553  -2.321  -1.028
C  5.181  -3.519  -0.351
O  5.855  -4.328  -0.979
N  4.949  -3.632  0.974
C  5.475  -4.724  1.762
H  3.516  -2.144  -0.736
H  4.602  -2.493  -2.100
H  5.095  -1.409  -0.768
H  4.544  -2.823  1.445
H  5.244  -4.508  2.805
H  6.560  -4.787  1.665
H  5.006  -5.664  1.477
C  -1.256  -4.405  -1.190
C  -0.531  -4.792  0.086
O  -1.115  -5.270  1.051
N  0.797  -4.510  0.094
C  1.632  -4.690  1.271
H  -2.321  -4.534  -1.015
H  -0.880  -5.043  -1.990
H  -1.111  -3.351  -1.421
H  1.299  -4.312  -0.762
H  2.450  -3.980  1.163
H  2.030  -5.710  1.302
H  1.104  -4.503  2.201
C  0.897  4.483  3.560
C  2.305  4.227  3.114
O  2.641  4.427  1.953
N  3.170  3.769  4.051
C  4.521  3.392  3.722
H  0.262  3.616  3.371
H  0.498  5.328  3.012
H  0.818  4.691  4.631
H  2.792  3.490  4.938
H  5.038  4.202  3.213
H  4.552  2.499  3.087
H  5.052  3.123  4.633
C  -0.838  -1.963  7.054
C  -0.371  -2.523  5.736
O  0.648  -3.191  5.642
N  -1.118  -2.186  4.665
C  -0.937  -2.815  3.378
H  -1.031  -2.739  7.789
H  -1.742  -1.365  6.930
H  -0.060  -1.291  7.420
H  -1.804  -1.441  4.714
H  -0.136  -2.380  2.769
H  -1.866  -2.833  2.815
H  -0.632  -3.852  3.533
C  -6.382  0.281  -2.307
C  -5.969  0.697  -0.911
O  -6.627  0.386  0.060
N  -4.854  1.476  -0.841
C  -4.344  1.956  0.414
H  -5.596  0.413  -3.048
H  -7.233  0.911  -2.580
H  -6.741  -0.743  -2.270
H  -4.493  1.911  -1.681
H  -3.280  1.723  0.504
H  -4.867  1.487  1.244
H  -4.501  3.036  0.535
N  2.012  -3.904  -2.711
C  2.493  -5.129  -2.562
C  2.094  -6.197  -3.347
C  1.174  -5.959  -4.346
C  0.711  -4.668  -4.536
C  1.157  -3.673  -3.694
H  3.167  -5.320  -1.730
H  2.377  -7.213  -3.106
H  0.790  -6.753  -4.975
H  -0.024  -4.430  -5.289
H  0.799  -2.655  -3.804
N  -2.582  0.351  4.782
C  -3.739  0.507  5.420
C  -4.687  1.457  5.073
C  -4.380  2.349  4.069
C  -3.164  2.220  3.406
C  -2.296  1.227  3.827
H  -3.983  -0.200  6.208
H  -5.616  1.494  5.625
H  -5.040  3.166  3.802
H  -2.886  2.911  2.621
H  -1.354  1.078  3.304